Entry 1:
123
Properties=species:S:1:pos:R:3 method="wB97M-V/def2-TZVPD" spin_multiplicity=2 lumo_energy_ev="-2.8 / -6.9" largest_force_ev_per_a=4.021 energy_ha=-2013.09643 charge=+1 gap_ha="0.2687 / 0.1166"
C 6.51 21.19 15.52
C 7.68 20.84 16.49
C 7.38 21.47 17.96
C 6.29 20.69 18.72
C 6.74 19.19 18.79
C 7.05 18.50 17.43
N 7.88 19.36 16.55
O 8.30 18.68 15.45
C 7.80 17.19 17.75
C 5.69 18.07 16.90
C 8.99 21.47 15.98
H 6.56 20.82 14.49
H 6.32 22.25 15.37
H 5.59 20.83 15.97
H 8.34 21.30 18.45
H 7.02 22.49 17.85
H 5.37 20.81 18.14
H 6.20 21.15 19.70
H 5.83 18.75 19.19
H 7.55 19.02 19.51
H 8.13 16.73 16.82
H 8.77 17.40 18.21
H 7.29 16.53 18.46
H 5.07 17.58 17.65
H 5.04 18.90 16.63
H 5.68 17.51 15.96
H 8.97 22.56 15.95
H 9.27 21.22 14.96
H 9.85 21.22 16.61
H 9.26 18.70 15.56
C 2.80 13.76 15.97
C 4.01 13.96 15.11
C 5.19 14.39 16.01
C 5.82 13.26 16.94
C 6.24 12.09 16.00
C 5.14 11.54 15.14
N 4.46 12.70 14.44
O 3.59 12.31 13.42
C 5.81 10.52 14.29
C 4.13 10.75 16.09
C 3.90 15.17 14.09
H 2.06 14.51 15.71
H 3.10 13.84 17.01
H 2.41 12.79 15.66
H 6.01 14.72 15.37
H 4.87 15.24 16.61
H 5.12 12.92 17.70
H 6.65 13.61 17.55
H 6.65 11.29 16.61
H 6.94 12.51 15.28
H 6.25 9.77 14.94
H 5.06 10.04 13.67
H 6.59 10.99 13.70
H 4.57 9.87 16.56
H 3.74 11.42 16.85
H 3.32 10.37 15.47
H 2.87 15.09 13.76
H 4.60 15.01 13.26
H 4.05 16.16 14.51
H 4.05 12.65 12.65
C 2.90 18.87 14.38
C 1.72 18.90 15.39
C 1.48 17.42 15.86
C 0.55 17.26 17.06
C 1.04 18.07 18.23
C 1.34 19.58 17.92
N 2.15 19.66 16.64
O 2.39 21.04 16.28
C -0.08 20.20 17.77
C 1.97 20.23 19.26
C 0.51 19.45 14.56
H 2.74 18.25 13.51
H 3.67 18.29 14.89
H 3.15 19.91 14.14
H 0.97 16.92 15.04
H 2.39 16.87 16.06
H 0.53 16.20 17.29
H -0.50 17.48 16.91
H 1.90 17.47 18.51
H 0.41 17.98 19.11
H -0.83 19.62 17.23
H -0.33 20.41 18.81
H 0.06 21.09 17.16
H 1.41 19.90 20.14
H 2.92 19.72 19.46
H 1.98 21.31 19.38
H 0.72 20.42 14.12
H -0.38 19.70 15.14
H 0.21 18.86 13.69
H 1.58 21.28 15.82
C 6.94 24.85 10.58
C 6.29 23.60 11.22
C 5.15 24.27 12.09
C 4.12 23.25 12.53
C 3.48 22.64 11.23
C 4.56 21.98 10.34
N 5.64 22.84 10.04
O 6.56 22.38 9.13
C 5.02 20.69 11.06
C 3.72 21.72 9.05
C 7.31 22.89 12.18
H 7.96 24.66 10.26
H 7.04 25.61 11.35
H 6.38 25.24 9.73
H 5.48 24.61 13.08
H 4.68 25.08 11.54
H 3.42 23.86 13.11
H 4.45 22.49 13.25
H 2.70 23.29 10.84
H 2.74 21.93 11.58
H 5.76 20.23 10.40
H 5.45 20.81 12.05
H 4.26 19.91 11.05
H 2.89 21.02 9.12
H 3.33 22.60 8.55
H 4.42 21.47 8.25
H 8.17 22.60 11.57
H 6.91 22.12 12.85
H 7.73 23.71 12.76
H 7.06 21.70 9.57
O 6.12 18.39 13.58
H 5.86 17.64 14.12
H 6.85 18.78 14.06

***

Entry 2:
47
Properties=species:S:1:pos:R:3 method="wB97M-V/def2-TZVPD" spin_multiplicity=4 lumo_energy_ev="-5.6 / -5.6" largest_force_ev_per_a=1.405 energy_ha=-3265.90394 charge=+2 gap_ha="0.3167 / 0.3184"
V 0.13 1.07 -0.01
O 2.47 2.27 2.49
Cl 1.90 1.10 1.95
O 2.35 -0.10 2.58
O 2.15 1.02 0.47
O 0.40 1.17 2.00
C -3.35 -0.83 -0.21
C -3.16 0.66 -0.18
N -2.02 1.33 -0.20
C -2.28 2.71 -0.18
C -3.59 3.04 -0.13
S -4.54 1.64 -0.12
C -1.15 3.64 -0.21
C -1.18 4.99 -0.16
S 0.40 5.60 -0.31
C 1.05 4.03 -0.37
N 0.12 3.09 -0.32
C 2.53 3.84 -0.47
H -2.41 -1.36 -0.18
H -3.88 -1.12 -1.11
H -3.95 -1.15 0.64
H -4.03 4.03 -0.11
H -2.03 5.64 -0.07
H 2.98 4.67 -1.00
H 2.76 2.92 -1.00
H 2.98 3.78 0.52
C 0.03 -3.35 -1.49
C 0.04 -1.81 -1.38
N 0.67 -1.35 -0.12
C 2.08 -1.81 -0.15
C 2.16 -3.35 -0.23
N 0.75 -3.89 -0.28
C 0.00 -3.51 0.97
C 0.03 -1.97 1.08
H 0.56 -3.71 -2.37
H -0.97 -3.78 -1.49
H -0.97 -1.42 -1.45
H 0.61 -1.39 -2.20
H 2.58 -1.46 0.75
H 2.58 -1.36 -1.00
H 2.63 -3.79 0.64
H 2.67 -3.71 -1.12
H 0.78 -4.90 -0.34
H 0.49 -3.99 1.81
H -1.01 -3.91 0.88
H 0.61 -1.67 1.94
H -0.97 -1.57 1.21

***

Entry 3:
147
Properties=species:S:1:pos:R:3 method="wB97M-V/def2-TZVPD" lumo_energy_ev=-3.4 largest_force_ev_per_a=7.486 energy_ha=-3881.41307 charge=+1 gap_ha=0.2764
C 2.47 2.22 -0.46
C 3.14 1.09 -0.38
N 3.86 -0.23 -0.12
B 5.02 -0.04 -1.09
N 5.42 1.40 -1.43
O 5.84 -1.06 -1.70
C 2.75 -1.18 -0.62
O 3.09 -2.22 -1.58
N 2.69 -1.92 -2.83
O 2.54 -2.92 -3.48
C 2.18 -2.09 0.64
C 0.58 -2.37 0.46
C -0.20 -2.06 -0.90
C -1.74 -2.35 -0.93
N -2.57 -2.84 0.14
C -1.85 -3.14 1.36
C -0.32 -2.97 1.64
C 2.60 -1.01 1.81
I 2.17 -1.48 3.90
C 4.14 -0.61 1.34
C 5.12 -1.91 1.26
C 5.17 -2.83 2.58
C 6.61 -3.60 2.54
C 6.64 -4.73 3.68
O 5.70 -5.60 3.67
O 7.59 -4.83 4.75
C 8.97 -4.72 4.28
C 9.61 -3.43 5.07
C 4.67 0.46 2.40
C 3.67 1.64 2.83
C 6.12 1.12 2.12
C 7.38 0.24 2.69
H 1.88 3.15 -0.79
H 5.20 1.60 -2.42
H 6.44 1.52 -1.30
H 5.44 -1.30 -2.58
H 2.01 -0.51 -1.18
H 2.73 -3.12 0.67
H 0.32 -1.63 -1.83
H -2.27 -2.13 -1.94
H -2.49 -3.55 2.24
H 0.11 -3.27 2.66
H 1.78 -0.21 1.62
H 6.24 -1.62 1.06
H 4.86 -2.62 0.38
H 4.36 -3.64 2.49
H 5.14 -2.27 3.58
H 7.50 -2.87 2.57
H 6.71 -4.17 1.52
H 9.08 -4.64 3.14
H 9.64 -5.62 4.60
H 9.12 -3.47 6.12
H 10.74 -3.52 5.23
H 9.29 -2.43 4.59
H 4.84 -0.15 3.39
H 3.40 1.54 3.96
H 2.66 1.68 2.27
H 4.11 2.71 2.73
H 6.29 1.51 1.05
H 6.16 2.08 2.79
H 8.19 0.93 3.16
H 7.84 -0.32 1.80
H 7.02 -0.47 3.54
O 0.07 1.30 1.17
C -0.69 2.15 0.79
O -0.64 3.45 1.19
C -1.75 4.17 0.62
C -2.16 3.36 -0.58
C -1.84 1.95 -0.16
H -2.55 4.23 1.37
H -1.44 5.18 0.35
H -3.21 3.51 -0.86
H -1.54 3.64 -1.44
H -2.67 1.48 0.37
H -1.54 1.33 -1.01
O -3.44 -4.22 5.12
C -4.16 -4.75 4.31
O -4.01 -4.60 2.96
C -5.09 -5.26 2.30
C -5.61 -6.28 3.29
C -5.36 -5.60 4.62
H -5.85 -4.51 2.03
H -4.73 -5.74 1.38
H -6.66 -6.54 3.12
H -5.02 -7.19 3.23
H -6.19 -4.95 4.91
H -5.14 -6.32 5.40
O -2.68 6.33 -1.68
C -1.59 6.78 -1.97
O -0.60 6.06 -2.55
C 0.58 6.86 -2.65
C 0.09 8.29 -2.58
C -1.12 8.18 -1.69
H 1.24 6.61 -1.81
H 1.10 6.65 -3.59
H 0.85 8.99 -2.22
H -0.21 8.62 -3.58
H -0.86 8.27 -0.63
H -1.89 8.91 -1.96
O -6.18 0.99 0.27
C -5.99 1.80 1.13
O -4.99 2.73 1.10
C -4.98 3.46 2.33
C -6.37 3.30 2.90
C -6.76 1.92 2.41
H -4.21 3.03 2.99
H -4.73 4.51 2.14
H -6.41 3.41 3.98
H -7.04 4.05 2.46
H -6.44 1.14 3.10
H -7.84 1.86 2.23
O -3.82 -5.74 -6.52
C -3.07 -5.24 -5.73
O -3.20 -5.35 -4.37
C -2.20 -4.55 -3.73
C -1.11 -4.37 -4.76
C -1.88 -4.37 -6.06
H -2.66 -3.60 -3.44
H -1.84 -5.06 -2.84
H -0.52 -3.47 -4.60
H -0.43 -5.23 -4.73
H -2.24 -3.37 -6.32
H -1.30 -4.80 -6.87
O 1.25 -3.46 -8.84
C 0.16 -3.36 -9.34
O -1.00 -3.78 -8.74
C -2.09 -3.60 -9.65
C -1.62 -2.55 -10.63
C -0.13 -2.80 -10.70
H -2.29 -4.56 -10.14
H -2.98 -3.29 -9.10
H -2.13 -2.61 -11.60
H -1.81 -1.55 -10.21
H 0.12 -3.55 -11.45
H 0.42 -1.87 -10.87
O -4.96 5.46 4.06
C -5.75 6.36 3.93
O -6.83 6.32 3.10
C -7.49 7.59 3.11
C -7.08 8.23 4.41
C -5.68 7.70 4.62
H -7.16 8.16 2.24
H -8.57 7.44 3.05
H -7.13 9.32 4.38
H -7.73 7.89 5.22
H -4.93 8.31 4.12
H -5.45 7.58 5.68

***

Entry 4:
15
Properties=species:S:1:pos:R:3 method="wB97M-V/def2-TZVPD" lumo_energy_ev=-0.4 largest_force_ev_per_a=1.836 energy_ha=-402.35699 charge=0 gap_ha=0.1884
H -3.84 -2.38 -0.87
O -0.20 1.30 0.10
C 0.81 0.45 0.15
O 0.70 -0.73 0.44
O 1.91 1.06 -0.16
C 3.11 0.27 -0.20
H 3.31 -0.16 0.79
H 3.02 -0.52 -0.95
H 3.91 0.97 -0.47
C -1.46 0.85 0.51
H -1.63 0.94 1.58
C -2.37 0.48 -0.39
H -2.15 0.47 -1.46
H -3.37 0.21 -0.04
Cs -1.75 -3.19 0.97